Formula: C22H14BrCl5MnN2O2
Source: the OMol25 dataset
Level of theory: ωB97M-V/def2-TZVPD

The geometry in XYZ format:
```
47
Properties=species:S:1:pos:R:3:forces:R:3
Mn -1.286 0.968 -0.069 0.309 -0.221 0.163
O 2.061 2.184 -3.950 0.025 0.039 -0.046
C 1.628 3.410 -3.513 0.049 -0.083 0.024
C 2.116 4.613 -3.994 -0.031 -0.006 0.029
C 1.651 5.795 -3.439 -0.005 0.032 0.007
C 0.719 5.783 -2.409 0.032 -0.002 -0.038
C 0.234 4.575 -1.937 -0.050 -0.042 -0.031
C 0.677 3.383 -2.498 0.076 0.076 -0.065
C 0.210 2.031 -2.066 -0.243 -0.121 -0.021
O -0.993 2.122 -1.293 0.121 0.105 -0.119
N 1.188 1.368 -1.190 0.191 0.132 0.194
N 0.590 0.625 -0.201 -0.324 -0.021 -0.091
C 1.243 -0.219 0.534 0.096 -0.046 0.081
C 0.691 -0.871 1.670 0.050 0.046 -0.045
Br -1.041 -0.217 2.153 -0.076 -0.011 0.039
C 1.351 -1.842 2.348 0.075 -0.062 0.052
C 1.085 -2.629 3.518 -0.024 0.107 -0.114
C 1.941 -3.725 3.724 0.011 -0.053 0.050
C 1.769 -4.561 4.810 0.010 0.039 -0.054
C 0.754 -4.297 5.719 -0.019 -0.017 0.048
C -0.086 -3.198 5.548 0.016 0.025 -0.048
C 0.070 -2.371 4.456 -0.027 -0.056 0.081
H 2.648 2.287 -4.710 -0.014 -0.013 0.019
H 2.855 4.628 -4.786 0.004 -0.011 -0.003
H 2.029 6.736 -3.813 -0.006 0.005 0.007
H 0.368 6.712 -1.983 -0.005 0.001 0.004
H -0.508 4.560 -1.150 -0.002 -0.005 0.008
H -0.007 1.405 -2.936 -0.005 -0.014 0.004
H 1.959 0.906 -1.662 -0.041 0.011 -0.106
H 2.284 -0.420 0.291 -0.003 -0.002 0.002
H 2.298 -2.086 1.868 0.008 0.003 0.010
H 2.740 -3.919 3.019 0.002 0.004 -0.004
H 2.427 -5.406 4.953 -0.002 -0.005 0.008
H 0.621 -4.940 6.579 0.003 -0.004 -0.004
H -0.856 -2.988 6.276 0.002 -0.008 0.009
H -0.577 -1.511 4.375 0.012 0.010 -0.023
Cl -3.641 1.170 0.179 -0.118 -0.201 -0.074
C -3.357 -0.400 -0.613 -0.251 0.165 -0.034
C -2.052 -0.593 -0.969 0.232 0.192 0.181
C -1.630 -1.739 -1.608 -0.187 0.007 -0.062
Cl -0.008 -1.958 -2.105 0.041 0.004 0.005
C -2.612 -2.707 -1.873 0.042 -0.025 -0.040
Cl -2.168 -4.143 -2.670 0.004 -0.014 -0.005
C -3.953 -2.504 -1.498 -0.034 0.037 0.020
Cl -5.121 -3.688 -1.835 -0.006 -0.028 -0.009
C -4.354 -1.323 -0.854 0.088 0.051 -0.012
Cl -5.957 -1.008 -0.395 -0.027 -0.021 0.003
```
Forces are in eV/Å.

Output
- HOMO energy (spin up / spin down) (eV) = -13.55 / -13.56
- spin multiplicity = 4
- molecular weight (g mol⁻¹) = 650.5
- charge = +2
- strongest force on any atom (eV/A) = 0.4
- ⟨S²⟩ = 3.97